Computed, not measured: a structure of composition C62H158AgF6N12O18Pd in a non-equilibrium geometry, with wB97M-V/def2-TZVPD.

Structure (ORCA input):
```
! wB97M-V def2-TZVPD RIJCOSX def2/J DEFGRID3
* xyz -1 3
Pd 1.86432 -2.70550 0.46250
Ag -1.21889 -2.31805 -0.89457
C -0.51912 -5.01668 1.52080
O -0.19224 -4.63803 2.89207
O -0.20709 -3.84341 0.79142
C 0.18775 -6.40810 1.32703
F 1.51641 -6.31885 1.57615
F -0.30441 -7.24959 2.21591
F 0.06749 -6.99186 0.13896
C -1.10144 -4.83364 3.93434
C -0.39572 -4.26826 5.16849
H 0.66974 -4.49822 5.16416
H -0.42010 -3.17886 5.19524
H -0.97639 -4.59866 6.02975
H -1.29942 -5.88583 4.13879
H -2.00221 -4.22473 3.85739
H -1.58361 -5.24787 1.48213
C 2.42258 -3.94335 -2.86078
O 1.24604 -4.24196 -3.61337
O 2.06410 -3.75577 -1.51592
C 3.58559 -4.89196 -3.22227
F 4.83146 -4.33942 -3.17131
F 3.71428 -5.98787 -2.48085
F 3.55575 -5.40107 -4.43313
C 0.75254 -5.58129 -3.44558
C -0.63898 -5.60042 -4.00482
H -1.27730 -4.76422 -3.71947
H -0.65867 -5.65061 -5.09349
H -1.18661 -6.51805 -3.78995
H 0.66988 -5.96900 -2.43023
H 1.34974 -6.35019 -3.93572
H 2.75679 -3.03844 -3.36828
C -3.31084 -1.37717 4.96163
C -2.84276 -0.37519 6.03934
C -1.35546 -0.11813 5.93919
O -3.56664 0.76445 5.99662
H -4.34914 -1.70886 4.96542
H -2.80476 -2.33776 5.05785
H -3.12757 -1.10163 3.92307
H -2.94053 -0.81224 7.03309
H -1.03525 0.35107 5.00891
H -0.67269 -0.93845 6.16050
H -1.05127 0.56500 6.73223
C -1.01875 0.94241 -0.33589
C 0.43082 0.48219 -0.07839
C 0.94739 0.91639 1.29499
O 0.65120 -0.96123 -0.22816
H -1.17295 1.99044 -0.07906
H -1.65669 0.28857 0.25875
H -1.38994 0.87485 -1.35851
H 0.93626 1.14579 -0.78001
H 0.78544 1.97126 1.51656
H 2.01932 0.72135 1.32701
H 0.47035 0.48513 2.17508
C 3.12084 -0.51444 4.01078
C 3.02659 -1.95075 3.55782
C 3.03971 -3.03153 4.65613
O 3.02663 -4.30985 4.18228
C 3.38954 -5.30240 5.17259
N 1.81795 -2.10758 2.76857
H 2.19922 -0.26993 4.53892
H 3.28953 0.09061 3.11996
H 3.95803 -0.38934 4.69749
H 3.90202 -1.97655 2.90892
H 2.41148 -2.91471 5.53917
H 4.01196 -2.91622 5.13522
H 3.84177 -6.10305 4.58733
H 2.55933 -5.54362 5.83642
H 4.24275 -4.93576 5.74329
H 1.52096 -3.00682 3.11970
H 1.00489 -1.57787 3.04862
C -3.47899 2.17132 -2.82715
C -4.83438 2.86231 -2.59314
C -5.03851 4.05927 -3.47108
O -6.43367 4.47845 -3.43994
C -6.98597 5.25494 -2.40664
N -5.75431 1.89052 -3.04218
H -3.28576 1.35266 -2.13393
H -2.74211 2.87016 -2.43128
H -3.16968 1.92059 -3.84182
H -5.06034 3.15247 -1.56706
H -4.84131 3.74185 -4.49502
H -4.35774 4.85305 -3.16354
H -6.65090 6.28202 -2.26195
H -7.14546 4.74127 -1.45858
H -8.01523 5.36973 -2.74656
H -5.59514 1.65626 -4.01165
H -6.57527 2.47258 -3.12784
C 5.63953 -3.85261 1.64917
C 4.60582 -4.75707 0.89257
C 4.72111 -6.29472 0.99964
O 5.10605 -6.65993 2.36898
C 5.10306 -8.07687 2.57372
N 3.19640 -4.36638 1.23316
H 5.60235 -3.92893 2.73587
H 5.50095 -2.79125 1.44329
H 6.64031 -4.12714 1.31571
H 4.84080 -4.62439 -0.16349
H 5.35588 -6.67804 0.20073
H 3.74836 -6.69863 0.71909
H 5.50573 -8.33284 3.55374
H 5.74750 -8.61910 1.88179
H 4.11668 -8.53990 2.60145
H 2.68605 -5.09583 0.75613
H 3.10793 -4.67798 2.18981
C 3.85254 -0.56095 -2.00246
C 4.63233 -0.95272 -0.76456
C 5.77054 0.05533 -0.42385
O 6.18049 -0.23852 0.92214
C 7.28853 0.46645 1.30193
N 3.68795 -1.16328 0.30635
H 2.88588 -1.02760 -2.19194
H 4.55299 -0.94252 -2.74535
H 3.53273 0.47909 -2.06685
H 5.10733 -1.92106 -0.92194
H 5.30226 1.03413 -0.32005
H 6.53825 0.09218 -1.19674
H 8.11907 -0.02853 0.79862
H 7.45190 0.23746 2.35500
H 7.22315 1.53116 1.07786
H 4.10228 -0.99595 1.21213
H 3.00215 -0.42870 0.20559
C -7.38298 1.74252 2.17502
C -6.13111 1.74179 3.08336
C -4.92694 2.35254 2.42544
O -3.83109 2.43076 3.31865
C -2.55024 2.68464 2.63553
N -6.58542 2.50555 4.26437
H -7.28919 0.99791 1.38454
H -7.57102 2.69431 1.67819
H -8.34967 1.56925 2.64787
H -5.93729 0.68173 3.24706
H -4.94429 3.38833 2.08640
H -4.64854 1.74929 1.56133
H -2.55400 1.87497 1.90578
H -1.72548 2.43868 3.30437
H -2.50384 3.68205 2.19835
H -7.37829 1.98133 4.60590
H -6.92841 3.41640 3.99452
C -0.36634 4.86414 -1.48881
C -1.00832 5.36935 -0.19306
C -0.48433 6.78848 0.25485
O 0.89110 6.98247 0.36363
C 1.37681 6.47880 1.61466
N -2.52626 5.36529 -0.26072
H -0.50952 5.44048 -2.40283
H -0.74364 3.85116 -1.62881
H 0.69975 4.69833 -1.33369
H -0.78919 4.61858 0.56618
H -1.03277 7.06353 1.15578
H -0.95675 7.39840 -0.51516
H 1.40387 5.38927 1.63192
H 0.78212 6.95093 2.39667
H 2.39498 6.82045 1.80092
H -2.75355 6.07882 -0.93845
H -3.06983 5.49931 0.57991
C 4.60038 3.47292 1.41947
C 4.69699 4.41692 0.20721
C 5.78522 3.97486 -0.80069
O 7.01611 3.77096 -0.14770
C 8.17364 3.86036 -0.95144
N 3.37868 4.57489 -0.40151
H 4.41805 2.44918 1.09265
H 3.88806 4.03367 2.02467
H 5.54958 3.54458 1.95048
H 4.97689 5.39546 0.59735
H 5.98104 4.71282 -1.57862
H 5.51769 3.15172 -1.46323
H 8.03161 4.66766 -1.66991
H 8.21858 2.96648 -1.57358
H 9.06608 3.94467 -0.33134
H 3.47869 5.22402 -1.16880
H 2.70923 4.90755 0.27764
C -1.76199 5.92358 6.15845
C -1.46987 4.59550 5.45674
C 0.01457 4.17900 5.59248
O 0.33346 2.88081 5.08651
C 1.61859 2.44958 5.22323
N -2.26995 3.52152 5.93963
H -1.43866 6.82428 5.63664
H -1.54582 6.01156 7.22317
H -2.83118 6.12599 6.22139
H -1.55127 4.74389 4.37995
H 0.26163 4.06019 6.64744
H 0.59760 4.99331 5.16228
H 2.06301 2.47330 4.22823
H 1.64557 1.43719 5.62626
H 2.27511 2.98676 5.90770
H -2.22916 3.66071 6.93916
H -1.72699 2.67548 5.84214
C 3.57638 5.93617 -5.82233
C 3.06712 4.64742 -5.10809
C 4.04353 4.21714 -4.01452
O 5.28506 3.61113 -4.32088
C 5.06018 2.36349 -4.94077
N 1.76472 4.89750 -4.57138
H 3.10388 6.20391 -6.76740
H 4.58638 5.70764 -6.16260
H 3.38571 6.81631 -5.20823
H 2.86352 3.85417 -5.82740
H 3.60381 3.56557 -3.25942
H 4.28302 5.13639 -3.47999
H 4.58078 2.56011 -5.89974
H 4.45102 1.71305 -4.31311
H 6.00655 1.87172 -5.16580
H 1.71002 5.89377 -4.41469
H 1.54592 4.58998 -3.63454
C -4.99422 -1.78460 1.49758
C -3.86571 -2.18702 0.60351
C -4.11007 -3.68228 0.19603
O -3.06071 -4.16007 -0.65574
C -3.18887 -5.46292 -1.22714
N -3.87737 -1.30364 -0.51603
H -5.95201 -1.81083 0.97791
H -4.66980 -0.79704 1.82557
H -5.03600 -2.39035 2.40281
H -2.99221 -2.20697 1.25520
H -5.02851 -3.80993 -0.37692
H -4.09908 -4.16958 1.17097
H -3.80085 -5.67305 -2.10431
H -3.31862 -6.22681 -0.46050
H -2.14922 -5.65725 -1.49068
H -4.70421 -1.35378 -1.09390
H -4.01110 -0.41429 -0.05639
C -5.69828 -3.41395 -3.25005
C -5.79548 -1.91131 -3.57225
C -6.84400 -1.61057 -4.62595
O -6.58173 -2.02173 -6.01240
C -5.26812 -1.63196 -6.51645
N -6.12307 -1.25498 -2.34450
H -5.50984 -4.00431 -4.14675
H -6.52231 -3.91348 -2.74060
H -4.80544 -3.60526 -2.65479
H -4.87379 -1.47670 -3.95916
H -7.10136 -0.55147 -4.64006
H -7.74194 -2.15581 -4.33527
H -5.46061 -1.41330 -7.56680
H -4.43482 -2.33399 -6.48704
H -5.07167 -0.56599 -6.40158
H -6.18274 -0.25137 -2.44101
H -6.98279 -1.55461 -1.90722
C 1.38839 -0.22705 -4.85514
C -0.11998 -0.40358 -4.50141
C -0.81446 -1.29438 -5.62488
O -0.98073 -0.63905 -6.87523
C -1.66143 -1.44040 -7.90504
N -0.26736 -1.13538 -3.21840
H 1.97583 -1.14106 -4.76812
H 1.92826 0.53409 -4.29184
H 1.34994 0.10944 -5.89118
H -0.62466 0.55899 -4.41862
H -1.81714 -1.59232 -5.31835
H -0.10130 -2.11698 -5.67816
H -2.45498 -2.05788 -7.48421
H -1.01025 -2.17124 -8.38455
H -1.97962 -0.90626 -8.80034
H 0.18456 -0.55125 -2.52945
H 0.33124 -1.94363 -3.31064
*
```

The value obtained for the total energy is -145361.756 eV. The calculation puts the molar mass at 1688.3 g mol⁻¹. The value obtained for the highest occupied orbital energy is -2.4 eV. For the orbital gap, the calculation gives 0.155 Ha. As for the expectation value of S²: 2.0040.

Atom charges from the Löwdin analysis, given in e for atoms 1 to 6: Pd 1.04; Ag 0.77; C -0.33; O -0.13; O -0.29; C -0.56